# 1
Below is C54H74BrCsN4PSbSi as an isolated structure, with properties calculated with wB97M-V/def2-TZVPD.

Geometry as XYZ:
```
137
Properties=species:S:1:pos:R:3:forces:R:3
Cs -0.832096 0.157289 1.851030 -0.3 0.6 -0.1
C -1.940085 3.909012 3.377081 0.0 0.0 0.0
N -0.751235 3.078570 3.373367 0.1 0.0 0.0
C 0.307444 3.595768 2.504275 0.0 0.0 0.0
C -0.214404 3.978788 1.140656 0.0 0.0 0.0
C -0.063893 5.273277 0.658260 0.0 0.0 0.0
C -0.648653 5.614285 -0.549959 0.0 0.0 0.0
C -1.367365 4.650904 -1.237584 0.1 0.0 0.0
C -1.432170 3.376540 -0.696277 0.0 0.0 -0.1
N -0.872233 3.039587 0.458962 0.0 0.1 0.0
C -0.283107 2.908092 4.739334 0.0 0.0 0.0
C 0.838098 1.914520 4.944992 0.0 0.0 0.0
C 1.565459 1.950028 6.131561 0.0 0.0 0.0
C 2.544698 0.997510 6.344305 0.0 0.0 0.0
C 2.777716 0.043851 5.365549 0.0 0.0 0.0
C 2.013084 0.091870 4.213425 0.0 -0.1 0.0
N 1.063158 1.003618 4.005402 0.1 0.1 0.1
C -3.141337 3.233359 4.003149 0.0 0.0 0.0
C -4.163464 4.012174 4.538686 0.0 0.0 0.0
C -5.279675 3.386777 5.063374 0.0 0.0 0.0
C -5.334126 2.000782 5.053720 0.0 0.1 0.0
C -4.264611 1.311426 4.508178 0.0 0.0 0.0
N -3.194434 1.904186 3.984975 0.1 0.0 -0.1
H -2.210272 4.149495 2.346979 0.0 0.0 0.0
H -1.769725 4.873218 3.890632 0.0 0.0 0.0
H 1.056713 2.807491 2.407073 0.0 0.1 0.0
H 0.801647 4.474562 2.951666 0.0 0.0 0.0
H 0.486483 6.003713 1.235272 0.0 0.0 0.0
H -0.551023 6.617113 -0.943072 0.0 0.0 0.0
H -1.848155 4.869129 -2.179838 0.0 0.0 0.0
H -1.951306 2.583971 -1.222338 0.0 0.0 0.0
H -1.130144 2.560674 5.335615 0.0 0.0 0.0
H 0.030232 3.877670 5.169112 0.0 0.0 0.0
H 1.358849 2.711336 6.872577 0.0 0.0 0.0
H 3.119118 0.999648 7.260849 0.0 0.0 0.0
H 3.532690 -0.719302 5.485760 0.0 0.0 0.0
H 2.152693 -0.632703 3.420019 0.0 0.0 0.0
H -4.076805 5.091021 4.541796 0.0 0.0 0.0
H -6.090652 3.969900 5.479936 0.0 0.0 0.0
H -6.179110 1.465089 5.460648 0.0 0.0 0.0
H -4.260989 0.227693 4.480570 0.0 0.0 0.0
C -0.389938 -3.969135 -2.693958 0.0 0.0 0.0
C -0.921258 -2.910244 -1.969889 0.0 0.0 -0.1
C -0.183194 -2.335699 -0.949927 0.1 0.1 0.0
C 1.083240 -2.814069 -0.609868 0.0 0.0 0.1
C 1.598933 -3.880861 -1.338087 0.0 0.0 0.0
C 0.872644 -4.446477 -2.377214 0.0 0.0 0.0
P 1.782056 -2.113764 0.949195 -0.1 -0.4 0.0
C 3.509908 -2.721678 0.967898 0.0 0.1 0.0
C 4.343030 -2.581750 -0.142192 -0.1 0.0 0.0
C 5.692083 -2.891571 -0.068034 0.0 0.0 0.0
C 6.238217 -3.340915 1.125640 0.0 0.0 0.0
C 5.424285 -3.475111 2.240802 0.0 0.0 0.0
C 4.074119 -3.166824 2.163600 0.0 0.0 0.0
C 0.865217 -3.231872 2.085835 0.0 0.1 0.0
C 1.179483 -4.592841 2.178384 0.0 0.0 -0.1
C 0.351458 -5.433091 2.896887 0.0 0.0 0.0
C -0.786612 -4.901539 3.503117 0.0 0.0 0.0
C -1.063414 -3.547729 3.389620 0.0 0.0 0.1
C -0.259772 -2.631149 2.676883 0.0 -0.4 0.1
H -0.958035 -4.420341 -3.496452 0.0 0.0 0.0
H -1.906528 -2.527011 -2.208108 0.0 0.0 0.0
H -0.599483 -1.508395 -0.384834 0.0 -0.1 -0.1
H 2.565315 -4.295371 -1.082484 0.0 0.0 0.0
H 1.290589 -5.278313 -2.929176 0.0 0.0 0.0
H 3.929501 -2.222369 -1.076914 0.0 -0.1 0.1
H 6.318863 -2.779019 -0.943596 0.0 0.0 0.0
H 7.290778 -3.586380 1.185849 0.0 0.0 0.0
H 5.841229 -3.827628 3.175602 0.0 0.0 0.0
H 3.442581 -3.290363 3.035193 0.0 0.0 0.0
H 2.055684 -5.001835 1.681396 0.0 0.0 0.0
H 0.578294 -6.489484 2.978223 0.0 0.0 0.0
H -1.447154 -5.554624 4.065256 0.0 0.0 0.0
H -1.961132 -3.181864 3.892778 0.0 0.0 0.0
C -7.365668 -1.164915 1.119777 0.0 0.0 0.0
C -6.283167 -1.024477 2.181486 0.0 0.0 0.0
Sb -4.233674 -1.476710 1.626856 -0.1 -0.1 0.0
C -4.321041 -3.631271 1.525973 0.1 0.1 0.0
C -5.670717 -4.298540 1.310950 0.0 0.0 0.0
C -4.370821 -1.008241 -0.491386 0.1 0.0 0.1
C -4.933913 -2.076766 -1.417315 0.0 0.0 0.0
H -8.337837 -0.848825 1.505544 0.0 0.0 0.0
H -7.467286 -2.193374 0.778090 0.0 0.0 0.0
H -7.148833 -0.547772 0.247686 0.0 0.0 0.0
H -6.505072 -1.646628 3.052180 0.0 0.0 0.0
H -6.246855 0.006046 2.543446 0.0 0.0 0.0
H -3.873606 -3.962377 2.463452 0.0 0.0 0.0
H -3.604610 -3.913624 0.751409 0.0 0.0 0.0
H -6.383345 -4.018367 2.087989 0.0 0.0 0.0
H -5.569045 -5.385651 1.340736 0.0 0.0 0.0
H -6.110250 -4.038104 0.348976 0.0 0.0 0.0
H -3.352062 -0.752971 -0.796737 0.0 0.0 0.0
H -4.948611 -0.083464 -0.559168 0.0 0.0 0.0
H -4.385304 -3.014255 -1.323005 0.0 0.0 0.0
H -4.870121 -1.764755 -2.462548 0.0 0.0 0.0
H -5.980923 -2.284850 -1.200680 0.0 0.0 0.0
C 2.577333 3.312212 -5.631258 0.0 0.0 0.0
C 1.665444 2.884147 -4.471699 0.0 0.0 0.0
C 1.652790 4.011489 -3.430766 0.0 0.0 0.0
C 0.230088 2.784801 -5.005919 0.0 0.0 0.0
Si 2.224254 1.198695 -3.722389 0.0 0.0 0.0
Br 1.119733 1.035162 -1.739396 0.0 0.1 0.0
C 1.639392 -0.324164 -4.739090 0.0 0.0 0.0
C 2.016362 -0.189979 -6.222023 0.0 0.0 0.0
C 2.278007 -1.609089 -4.194219 0.0 0.0 0.0
C 0.120890 -0.535174 -4.648214 0.0 0.0 0.0
C 4.088732 1.146713 -3.233170 0.0 0.0 0.0
C 4.978256 0.871191 -4.455773 0.0 0.0 0.0
C 4.532849 2.478623 -2.613104 0.0 0.0 0.0
C 4.383429 0.065517 -2.180857 -0.1 0.1 -0.1
H 2.172080 4.220619 -6.086759 0.0 0.0 0.0
H 2.647733 2.558740 -6.414529 0.0 -0.1 0.0
H 3.586012 3.544000 -5.294779 0.1 0.0 0.0
H 1.275319 4.920953 -3.908829 0.0 0.0 0.0
H 2.634928 4.239163 -3.029396 0.1 0.0 0.0
H 0.996473 3.776417 -2.596434 -0.1 0.0 0.1
H -0.098659 3.780141 -5.318572 0.0 0.0 0.0
H -0.462793 2.430857 -4.241323 0.0 0.0 0.0
H 0.149601 2.131780 -5.872462 0.0 0.0 0.0
H 3.084326 -0.040490 -6.375763 0.1 0.0 0.0
H 1.487137 0.626902 -6.710273 0.0 0.1 0.0
H 1.737665 -1.111119 -6.741852 0.0 0.0 0.0
H 3.354020 -1.642599 -4.354168 0.1 0.0 0.0
H 1.843543 -2.465744 -4.716610 0.0 0.0 0.0
H 2.071318 -1.746124 -3.132217 0.0 0.0 0.1
H -0.451558 0.275840 -5.090483 0.0 0.0 0.0
H -0.204667 -0.669371 -3.619020 0.0 0.0 0.1
H -0.132613 -1.451104 -5.189369 0.0 0.0 0.0
H 4.847166 1.605843 -5.249079 0.0 0.1 -0.1
H 4.801366 -0.116546 -4.877350 0.0 -0.1 0.0
H 6.027101 0.906855 -4.147091 0.0 0.0 0.0
H 4.529440 3.296234 -3.330620 0.0 0.1 -0.1
H 5.559049 2.370265 -2.251465 0.0 0.0 0.0
H 3.911573 2.758032 -1.761448 0.0 0.0 0.0
H 4.239261 -0.940251 -2.563086 0.0 0.0 -0.1
H 3.771617 0.178117 -1.286527 0.0 0.0 0.0
H 5.430763 0.149726 -1.877474 0.1 0.0 0.0
```
Positions in Å, forces in eV/Å.

Its total charge is 0. As for the energy above the lowest of the compared OMol25 structures with the same formula, charge and spin: 3.3 kcal per mole. The HOMO energy is -5.786 eV. As for the electronic energy: -5786.3356 Eh. For the orbital gap, the calculation gives 0.2170 Ha. For the LUMO energy, the calculation gives 0.118 eV. As for the spin multiplicity: 1.


# 2
Below is a 7-piece molecular cluster, C12H28O11 overall at a distorted geometry, with properties calculated with wB97M-V/def2-TZVPD.

Geometry as XYZ:
```
51
Properties=species:S:1:pos:R:3:forces:R:3
C 4.499958 -0.549660 2.063686 -1.0 0.4 -0.3
C 3.299051 -0.972753 1.173690 1.0 -0.7 -0.1
C 3.107963 -0.105423 -0.010386 -0.2 -0.1 0.5
C 2.424073 1.027444 -0.151518 0.0 0.0 -0.7
C 1.594762 1.880035 0.728134 0.5 0.1 0.0
C 1.745084 1.699276 2.232711 -0.4 0.1 0.1
C 0.809702 0.733436 2.983217 0.5 -0.2 0.0
C -0.337239 0.145615 2.215420 0.0 0.6 -0.3
O 0.104956 -0.763812 1.200170 -0.3 -0.3 0.3
C -0.791548 -1.810174 1.061922 0.1 -1.6 0.7
C -1.817519 -1.608431 -0.005340 0.2 0.0 0.3
O -0.710965 -2.803237 1.761588 0.1 1.5 -0.9
C 2.592680 1.445845 -1.583749 -0.6 1.2 0.5
O 2.141389 2.446309 -2.100452 0.5 -1.3 0.2
O 3.328255 0.515153 -2.239669 0.4 -0.1 -0.6
C 3.732745 -0.448406 -1.308252 0.9 -1.0 -0.3
O 4.467822 -1.357936 -1.601082 -1.1 1.3 0.3
H 5.302037 -1.264429 2.006810 0.3 -0.1 0.1
H 4.147284 -0.438076 3.080649 0.2 -0.1 0.4
H 4.836265 0.428700 1.746066 0.4 0.2 0.0
H 3.551480 -1.955988 0.789286 -0.1 -0.3 -0.1
H 2.391649 -1.111021 1.737179 -0.3 0.3 0.1
H 0.572487 1.824420 0.366677 -0.3 -0.1 0.0
H 1.894472 2.904377 0.511375 -0.1 0.0 -0.1
H 2.777718 1.464742 2.448781 0.3 -0.2 0.1
H 1.593134 2.679986 2.664707 0.0 0.3 0.0
H 1.398892 -0.064479 3.423897 0.0 -0.3 0.1
H 0.370829 1.255950 3.824469 -0.1 0.2 0.2
H -1.029600 -0.321134 2.906991 -0.1 -0.4 0.1
H -0.876973 0.955412 1.722298 -0.2 0.1 -0.1
H -2.179787 -0.590010 0.075221 -0.2 0.2 -0.1
H -1.344000 -1.687244 -0.976138 0.0 0.0 0.0
H -2.612014 -2.332899 0.083131 -0.1 -0.1 0.0
O -0.045330 -0.415429 -2.179765 0.2 0.1 0.0
H 0.257882 -1.305336 -2.384145 0.1 0.0 -0.1
H 0.754739 0.118518 -2.222733 -0.2 0.0 -0.2
O -4.326746 -3.465049 -0.741653 -0.1 -0.2 0.0
H -5.230802 -3.323620 -0.437905 0.0 0.1 -0.1
H -4.244363 -4.418460 -0.835138 0.1 0.0 0.0
O 0.623431 2.360004 -4.670384 0.0 -0.1 0.0
H 1.171074 2.218235 -3.887116 0.1 0.2 -0.1
H -0.183239 2.751575 -4.327320 -0.1 0.0 0.0
O -6.377428 -1.544302 -1.040499 -0.3 0.1 -0.2
H -7.117327 -0.932044 -0.965994 0.0 0.0 0.2
H -5.693549 -1.051547 -1.506896 0.1 -0.1 0.0
O -8.227068 -2.976768 -3.094437 0.0 0.1 0.0
H -8.254831 -2.535836 -3.947520 0.0 0.0 -0.1
H -7.620084 -2.448656 -2.561323 0.2 -0.1 0.1
O 1.260973 4.924317 0.862677 0.0 0.3 0.1
H 0.422696 5.162600 0.454928 0.0 0.0 0.0
H 1.844909 5.660219 0.653722 0.0 0.0 0.0
```
Positions in Å, forces in eV/Å.

Its total charge is 0. The HOMO energy is -10.299 eV. As for the electronic energy: -1301.6866 Eh. For the orbital gap, the calculation gives 0.3500 Ha. For the LUMO energy, the calculation gives -0.774 eV. As for the structure (SMILES): CCC1=C(CCCCOC(C)=O)C(=O)OC1=O.O.O.O.O.O.O. As for the spin multiplicity: 1.